<one>
# C4H12

2 unconnected molecules or ions with the total composition C4H12 (ωB97M-V/def2-TZVPD, the OMol25 dataset).

Last columns: bonded neighbours and bond lengths (Å).
Cartesian coordinates (Å):
1 C 1.451 -1.163 -1.265  C2 1.531, H3 1.091, H4 1.096, H5 1.100
2 C 2.467 -0.372 -0.437  C1 1.531, H6 1.085, H7 1.095, H8 1.088
3 H 0.481 -0.668 -1.341  C1 1.091
4 H 1.904 -1.389 -2.237  C1 1.096
5 H 1.345 -2.201 -0.919  C1 1.100
6 H 2.053 0.128 0.433  C2 1.085
7 H 2.789 0.483 -1.041  C2 1.095
8 H 3.340 -1.001 -0.279  C2 1.088
9 C -1.512 1.397 0.975  C10 1.530, H11 1.083, H12 1.097, H13 1.080
10 C -2.448 0.196 0.830  C9 1.530, H14 1.094, H15 1.096, H16 1.084
11 H -1.948 2.112 1.662  C9 1.083
12 H -0.481 1.144 1.250  C9 1.097
13 H -1.359 1.841 0.003  C9 1.080
14 H -1.924 -0.758 0.723  C10 1.094
15 H -3.086 0.203 -0.061  C10 1.096
16 H -3.073 0.050 1.704  C10 1.084

Values from the calculation:
- frontier orbital gap (eV) = 12.563
- lowest unoccupied orbital energy (eV) = 1.1
- SMILES = CC.CC

Here are the Mulliken charges for atoms 1 to 5, given in e: C -0.791; C -0.774; H 0.231; H 0.290; H 0.271


<two>
# C4H12

2 unconnected molecules or ions with the total composition C4H12 (ωB97M-V/def2-TZVPD, the OMol25 dataset).

Last columns: bonded neighbours and bond lengths (Å).
Cartesian coordinates (Å):
1 C 0.846 -0.094 -2.288  C2 1.503, H3 0.995, H4 1.087, H5 1.013
2 C 0.097 1.166 -2.617  C1 1.503, H6 1.121, H7 1.084, H8 1.125
3 H 1.805 -0.043 -2.029  C1 0.995
4 H 0.227 -0.654 -1.591  C1 1.087
5 H 0.883 -0.488 -3.220  C1 1.013
6 H 0.625 2.046 -2.166  C2 1.121
7 H -0.939 1.181 -2.299  C2 1.084
8 H 0.098 1.435 -3.710  C2 1.125
9 C 0.128 -0.965 2.811  C10 1.578, H11 1.098, H12 1.025, H13 1.044
10 C -1.002 -0.133 2.091  C9 1.578, H14 1.167, H15 1.080, H16 1.091
11 H 0.735 -1.545 2.103  C9 1.098
12 H 0.581 -0.434 3.562  C9 1.025
13 H -0.361 -1.645 3.434  C9 1.044
14 H -1.045 0.965 2.486  C10 1.167
15 H -1.955 -0.500 2.444  C10 1.080
16 H -1.070 -0.163 1.002  C10 1.091

Values from the calculation:
- frontier orbital gap (eV) = 12.454
- lowest unoccupied orbital energy (eV) = 1.1
- SMILES = CC.CC

Here are the Mulliken charges for atoms 1 to 5, given in e: C -0.862; C -0.824; H 0.392; H 0.204; H 0.287


<three>
# C4H12

2 unconnected molecules or ions with the total composition C4H12 (ωB97M-V/def2-TZVPD, the OMol25 dataset).

Last columns: bonded neighbours and bond lengths (Å).
Cartesian coordinates (Å):
1 C 0.398 -2.168 0.737  C2 1.544, H3 1.099, H4 1.090, H5 1.113
2 C 0.975 -2.457 -0.665  C1 1.544, H6 1.097, H7 1.092, H8 1.081
3 H 0.979 -2.589 1.569  C1 1.099
4 H 0.426 -1.118 1.032  C1 1.090
5 H -0.627 -2.515 0.997  C1 1.113
6 H 0.569 -3.437 -0.946  C2 1.097
7 H 2.061 -2.479 -0.558  C2 1.092
8 H 0.706 -1.669 -1.354  C2 1.081
9 C -0.567 2.767 0.491  C10 1.531, H11 1.079, H12 1.099, H13 1.103
10 C -0.806 1.876 -0.731  C9 1.531, H14 1.107, H15 1.084, H16 1.094
11 H 0.337 2.547 1.036  C9 1.079
12 H -0.574 3.799 0.113  C9 1.099
13 H -1.393 2.761 1.221  C9 1.103
14 H 0.144 1.341 -0.922  C10 1.107
15 H -1.315 2.402 -1.531  C10 1.084
16 H -1.313 0.938 -0.487  C10 1.094

Values from the calculation:
- frontier orbital gap (eV) = 12.344
- lowest unoccupied orbital energy (eV) = 1.1
- SMILES = CC.CC

Here are the Mulliken charges for atoms 1 to 5, given in e: C -0.877; C -0.656; H 0.328; H 0.199; H 0.291


<four>
# C4H12

2 unconnected molecules or ions with the total composition C4H12 (ωB97M-V/def2-TZVPD, the OMol25 dataset).

Last columns: bonded neighbours and bond lengths (Å).
Cartesian coordinates (Å):
1 C 2.029 0.641 1.427  C2 1.524, H3 1.063, H4 1.091, H5 1.196
2 C 0.591 0.501 1.914  C1 1.524, H6 1.035, H7 1.135, H8 1.109
3 H 1.988 0.322 0.414  C1 1.063
4 H 2.370 1.676 1.481  C1 1.091
5 H 2.952 -0.016 1.811  C1 1.196
6 H 0.057 1.291 1.512  C2 1.035
7 H 0.113 -0.528 1.861  C2 1.135
8 H 0.510 0.563 3.018  C2 1.109
9 C -0.915 -0.021 -1.272  C10 1.560, H11 1.116, H12 1.052, H13 1.108
10 C -1.732 -1.101 -2.045  C9 1.560, H14 1.280, H15 1.130, H16 1.056
11 H -0.390 0.674 -1.969  C9 1.116
12 H -1.528 0.497 -0.592  C9 1.052
13 H -0.179 -0.295 -0.491  C9 1.108
14 H -1.472 -1.033 -3.297  C10 1.280
15 H -2.845 -1.038 -1.859  C10 1.130
16 H -1.550 -2.133 -1.912  C10 1.056

Values from the calculation:
- frontier orbital gap (eV) = 12.401
- lowest unoccupied orbital energy (eV) = 1.1
- SMILES = CC.CC

Here are the Mulliken charges for atoms 1 to 5, given in e: C -0.711; C -0.918; H 0.249; H 0.262; H 0.257


Energies, relative to the best one, in eV: <one> 0.000; <two> 0.994; <three> 0.247; <four> 1.196.


<one>
# C4H12

2 unconnected molecules or ions with the total composition C4H12 (ωB97M-V/def2-TZVPD, the OMol25 dataset).

Last columns: bonded neighbours and bond lengths (Å).
Cartesian coordinates (Å):
1 C -0.235 -0.655 -1.419  C2 1.535, H3 1.089, H4 1.091, H5 1.092
2 C -0.536 -1.149 -2.841  C1 1.535, H6 1.092, H7 1.099, H8 1.087
3 H 0.807 -0.850 -1.167  C1 1.089
4 H -0.489 0.405 -1.362  C1 1.091
5 H -0.867 -1.186 -0.704  C1 1.092
6 H -0.273 -0.408 -3.599  C2 1.092
7 H 0.056 -2.018 -3.162  C2 1.099
8 H -1.580 -1.437 -2.922  C2 1.087
9 C 1.080 0.731 2.438  C10 1.535, H11 1.086, H12 1.099, H13 1.084
10 C -0.310 1.048 1.869  C9 1.535, H14 1.086, H15 1.093, H16 1.085
11 H 1.823 0.836 1.653  C9 1.086
12 H 1.348 1.505 3.170  C9 1.099
13 H 1.137 -0.204 2.983  C9 1.084
14 H -1.012 1.453 2.592  C10 1.086
15 H -0.766 0.167 1.411  C10 1.093
16 H -0.184 1.762 1.061  C10 1.085

Values from the calculation:
- frontier orbital gap (eV) = 12.872
- lowest unoccupied orbital energy (eV) = 1.2
- SMILES = CC.CC

Here are the Mulliken charges for atoms 1 to 5, given in e: C -0.651; C -0.967; H 0.270; H 0.247; H 0.248


<two>
# C4H12

2 unconnected molecules or ions with the total composition C4H12 (ωB97M-V/def2-TZVPD, the OMol25 dataset).

Last columns: bonded neighbours and bond lengths (Å).
Cartesian coordinates (Å):
1 C 1.641 0.702 -0.718  C2 1.505, H3 1.090, H4 1.131, H5 1.040
2 C 2.553 -0.115 0.156  C1 1.505, H6 1.106, H7 1.004, H8 1.188
3 H 1.578 1.765 -0.486  C1 1.090
4 H 1.976 0.987 -1.760  C1 1.131
5 H 0.666 0.341 -0.755  C1 1.040
6 H 3.625 0.156 0.128  C2 1.106
7 H 2.287 -0.169 1.123  C2 1.004
8 H 2.566 -1.233 -0.246  C2 1.188
9 C -2.407 0.280 0.819  C10 1.520, H11 1.068, H12 1.069, H13 1.076
10 C -1.892 -0.767 -0.154  C9 1.520, H14 1.125, H15 1.174, H16 1.087
11 H -1.798 0.283 1.696  C9 1.068
12 H -2.516 1.278 0.449  C9 1.069
13 H -3.406 -0.062 1.029  C9 1.076
14 H -0.805 -0.621 -0.404  C10 1.125
15 H -2.503 -1.094 -1.102  C10 1.174
16 H -1.566 -1.731 0.226  C10 1.087

Values from the calculation:
- frontier orbital gap (eV) = 12.010
- lowest unoccupied orbital energy (eV) = 1.1
- SMILES = CC.CC

Here are the Mulliken charges for atoms 1 to 5, given in e: C -0.599; C -0.841; H 0.308; H 0.280; H -0.006


<three>
# C4H12

2 unconnected molecules or ions with the total composition C4H12 (ωB97M-V/def2-TZVPD, the OMol25 dataset).

Last columns: bonded neighbours and bond lengths (Å).
Cartesian coordinates (Å):
1 C -0.616 -1.420 0.527  C2 1.522, H3 1.111, H4 1.119, H5 1.145
2 C -0.440 -2.669 1.379  C1 1.522, H6 1.074, H7 1.119, H8 1.058
3 H 0.283 -1.181 -0.080  C1 1.111
4 H -1.444 -1.493 -0.222  C1 1.119
5 H -0.656 -0.599 1.325  C1 1.145
6 H 0.133 -3.298 0.725  C2 1.074
7 H -1.407 -3.039 1.804  C2 1.119
8 H 0.190 -2.415 2.191  C2 1.058
9 C 0.261 2.734 -1.117  C10 1.559, H11 1.086, H12 1.075, H13 1.131
10 C 0.759 1.296 -0.780  C9 1.559, H14 1.053, H15 1.102, H16 1.140
11 H -0.146 3.241 -0.248  C9 1.086
12 H 0.946 3.522 -1.374  C9 1.075
13 H -0.420 2.780 -2.020  C9 1.131
14 H 0.578 0.655 -1.595  C10 1.053
15 H 0.272 0.992 0.160  C10 1.102
16 H 1.892 1.184 -0.720  C10 1.140

Values from the calculation:
- frontier orbital gap (eV) = 12.374
- lowest unoccupied orbital energy (eV) = 1.1
- SMILES = CC.CC

Here are the Mulliken charges for atoms 1 to 5, given in e: C -0.584; C -1.000; H 0.182; H 0.291; H 0.228


<four>
# C4H12

2 unconnected molecules or ions with the total composition C4H12 (ωB97M-V/def2-TZVPD, the OMol25 dataset).

Last columns: bonded neighbours and bond lengths (Å).
Cartesian coordinates (Å):
1 C -0.765 -1.993 0.098  C2 1.573, H3 1.073, H4 1.101, H5 1.058
2 C -1.199 -2.010 1.610  C1 1.573, H6 1.146, H7 1.076, H8 1.066
3 H 0.275 -1.894 -0.146  C1 1.073
4 H -1.016 -3.007 -0.250  C1 1.101
5 H -1.351 -1.232 -0.348  C1 1.058
6 H -0.500 -2.676 2.227  C2 1.146
7 H -2.189 -2.420 1.710  C2 1.076
8 H -1.145 -1.032 2.031  C2 1.066
9 C 1.684 2.284 -0.837  C10 1.511, H11 1.074, H12 1.211, H13 1.126
10 C 0.274 1.745 -0.901  C9 1.511, H14 1.142, H15 1.094, H16 1.146
11 H 2.421 1.629 -0.412  C9 1.074
12 H 2.203 2.566 -1.895  C9 1.211
13 H 1.729 3.097 -0.059  C9 1.126
14 H -0.270 1.956 0.081  C10 1.142
15 H -0.335 2.237 -1.665  C10 1.094
16 H 0.217 0.616 -1.093  C10 1.146

Values from the calculation:
- frontier orbital gap (eV) = 12.560
- lowest unoccupied orbital energy (eV) = 1.1
- SMILES = CC.CC

Here are the Mulliken charges for atoms 1 to 5, given in e: C -0.784; C -0.833; H 0.285; H 0.311; H 0.214


Energies, relative to the best one, in eV: <one> 0.000; <two> 1.179; <three> 0.825; <four> 0.563.


<one>
# C4H12

2 unconnected molecules or ions with the total composition C4H12 (ωB97M-V/def2-TZVPD, the OMol25 dataset).

Last columns: bonded neighbours and bond lengths (Å).
Cartesian coordinates (Å):
1 C 1.543 -0.649 0.303  C2 1.519, H3 1.096, H4 1.090, H5 1.090
2 C 2.352 0.608 0.581  C1 1.519, H6 1.085, H7 1.094, H8 1.087
3 H 2.149 -1.511 0.004  C1 1.096
4 H 0.905 -1.008 1.109  C1 1.090
5 H 0.798 -0.523 -0.482  C1 1.090
6 H 1.744 1.499 0.465  C2 1.085
7 H 3.209 0.665 -0.095  C2 1.094
8 H 2.768 0.555 1.584  C2 1.087
9 C -1.928 0.583 0.089  C10 1.527, H11 1.088, H12 1.084, H13 1.095
10 C -1.992 -0.541 -0.943  C9 1.527, H14 1.088, H15 1.090, H16 1.090
11 H -2.935 0.825 0.424  C9 1.088
12 H -1.265 0.283 0.892  C9 1.084
13 H -1.589 1.532 -0.338  C9 1.095
14 H -2.293 -1.473 -0.470  C10 1.088
15 H -2.648 -0.305 -1.781  C10 1.090
16 H -1.010 -0.725 -1.377  C10 1.090

Values from the calculation:
- frontier orbital gap (eV) = 12.750
- lowest unoccupied orbital energy (eV) = 1.2
- SMILES = CC.CC

Here are the Mulliken charges for atoms 1 to 5, given in e: C -0.566; C -0.825; H 0.351; H 0.288; H -0.048


<two>
# C4H12

2 unconnected molecules or ions with the total composition C4H12 (ωB97M-V/def2-TZVPD, the OMol25 dataset).

Last columns: bonded neighbours and bond lengths (Å).
Cartesian coordinates (Å):
1 C -1.715 0.802 0.389  C2 1.575, H3 1.090, H4 1.085, H5 1.079
2 C -2.241 -0.123 -0.772  C1 1.575, H6 1.089, H7 1.090, H8 1.085
3 H -2.626 0.909 0.978  C1 1.090
4 H -1.162 0.152 1.060  C1 1.085
5 H -1.143 1.575 -0.101  C1 1.079
6 H -1.386 -0.674 -1.163  C2 1.089
7 H -2.581 0.511 -1.591  C2 1.090
8 H -3.042 -0.746 -0.389  C2 1.085
9 C 1.197 -0.290 0.130  C10 1.535, H11 1.089, H12 1.083, H13 1.087
10 C 2.725 -0.404 0.214  C9 1.535, H14 1.085, H15 1.095, H16 1.096
11 H 0.877 0.708 -0.167  C9 1.089
12 H 0.831 -1.051 -0.548  C9 1.083
13 H 0.794 -0.289 1.140  C9 1.087
14 H 3.175 -1.349 -0.073  C10 1.085
15 H 3.061 -0.132 1.220  C10 1.095
16 H 3.236 0.401 -0.326  C10 1.096

Values from the calculation:
- frontier orbital gap (eV) = 12.378
- lowest unoccupied orbital energy (eV) = 1.1
- SMILES = CC.CC

Here are the Mulliken charges for atoms 1 to 5, given in e: C -0.758; C -0.695; H 0.336; H 0.109; H 0.292


<three>
# C4H12

2 unconnected molecules or ions with the total composition C4H12 (ωB97M-V/def2-TZVPD, the OMol25 dataset).

Last columns: bonded neighbours and bond lengths (Å).
Cartesian coordinates (Å):
1 C 1.756 -1.962 1.377  C2 1.514, H3 1.094, H4 1.095, H5 1.085
2 C 1.755 -0.499 0.990  C1 1.514, H6 1.096, H7 1.095, H8 1.088
3 H 1.562 -2.646 0.546  C1 1.094
4 H 2.767 -2.270 1.666  C1 1.095
5 H 1.108 -2.195 2.216  C1 1.085
6 H 2.077 -0.281 -0.035  C2 1.096
7 H 2.409 0.128 1.605  C2 1.095
8 H 0.755 -0.075 1.061  C2 1.088
9 C -2.440 0.832 -1.242  C10 1.525, H11 1.081, H12 1.083, H13 1.103
10 C -1.141 1.628 -1.151  C9 1.525, H14 1.091, H15 1.087, H16 1.091
11 H -3.223 1.357 -1.770  C9 1.081
12 H -2.236 -0.167 -1.610  C9 1.083
13 H -2.837 0.567 -0.248  C9 1.103
14 H -0.329 1.186 -1.730  C10 1.091
15 H -0.746 1.752 -0.146  C10 1.087
16 H -1.238 2.647 -1.530  C10 1.091

Values from the calculation:
- frontier orbital gap (eV) = 12.706
- lowest unoccupied orbital energy (eV) = 1.1
- SMILES = CC.CC

Here are the Mulliken charges for atoms 1 to 5, given in e: C -0.859; C -0.682; H 0.275; H 0.260; H 0.286


<four>
# C4H12

2 unconnected molecules or ions with the total composition C4H12 (ωB97M-V/def2-TZVPD, the OMol25 dataset).

Last columns: bonded neighbours and bond lengths (Å).
Cartesian coordinates (Å):
1 C -0.819 -1.625 -0.764  C2 1.483, H3 1.090, H4 1.103, H5 1.065
2 C -1.413 -1.062 -2.001  C1 1.483, H6 1.118, H7 1.102, H8 1.119
3 H -0.928 -0.839 -0.017  C1 1.090
4 H -1.221 -2.640 -0.611  C1 1.103
5 H 0.238 -1.759 -0.789  C1 1.065
6 H -1.161 -1.974 -2.597  C2 1.118
7 H -1.027 -0.052 -2.214  C2 1.102
8 H -2.515 -0.879 -2.079  C2 1.119
9 C 1.781 1.402 0.930  C10 1.564, H11 1.087, H12 1.087, H13 1.090
10 C 0.469 1.349 1.780  C9 1.564, H14 1.033, H15 1.135, H16 1.163
11 H 2.541 1.477 1.704  C9 1.087
12 H 1.776 0.466 0.379  C9 1.087
13 H 1.774 2.242 0.234  C9 1.090
14 H -0.309 1.120 1.141  C10 1.033
15 H 0.337 2.310 2.369  C10 1.135
16 H 0.477 0.464 2.535  C10 1.163

Values from the calculation:
- frontier orbital gap (eV) = 11.903
- lowest unoccupied orbital energy (eV) = 1.1
- SMILES = CC.CC

Here are the Mulliken charges for atoms 1 to 5, given in e: C -0.667; C -0.771; H 0.086; H 0.311; H 0.277


Energies, relative to the best one, in eV: <one> 0.000; <two> 0.696; <three> 0.143; <four> 0.994.